Record 1
91
Properties=species:S:1:pos:R:3:forces:R:3:lowdin_charge:R:1 method="wB97M-V/def2-TZVPD" total_energy_ha=-3008.0937 total_charge=-2 e_homo_ev=-0.136
Pd 0.062 -1.171 -1.439 -0.042 -0.653 -0.486 0.295
C 5.302 1.138 0.344 0.127 -0.020 -0.036 -0.186
Si 4.503 -0.558 0.033 -0.012 -0.011 -0.116 0.241
C 5.498 -1.764 1.102 -0.051 -0.015 0.077 -0.208
C 4.963 -0.962 -1.754 0.047 -0.009 -0.070 -0.189
N 2.883 -0.724 0.332 -0.270 0.052 0.229 -0.261
P 1.591 0.203 0.322 0.253 0.134 0.383 0.565
C 0.114 -0.501 0.720 0.074 0.513 -0.589 -0.466
P -1.442 -0.023 0.323 -0.137 0.399 0.268 0.569
N -2.620 -1.123 0.364 0.447 -0.062 -0.205 -0.283
Si -4.282 -1.153 0.294 -0.114 0.123 0.135 0.262
C -5.075 -1.156 2.008 -0.010 -0.019 0.051 -0.193
C -4.869 -2.746 -0.534 0.019 -0.049 -0.033 -0.194
C -5.167 0.240 -0.642 -0.072 0.014 -0.038 -0.183
C -1.588 0.903 -1.282 -0.077 -0.058 0.068 -0.304
C -1.198 2.238 -1.418 0.093 -0.001 0.042 -0.112
C -1.208 2.872 -2.652 0.003 0.005 -0.045 -0.107
C -1.632 2.191 -3.786 -0.002 0.018 0.029 -0.127
C -2.054 0.871 -3.669 0.082 -0.037 -0.012 -0.112
C -2.032 0.233 -2.436 -0.100 -0.082 0.152 -0.153
C -2.015 1.277 1.551 -0.050 -0.141 -0.025 -0.258
C -1.454 1.252 2.826 0.005 -0.071 -0.030 -0.097
C -1.873 2.131 3.813 0.023 0.011 0.018 -0.107
C -2.855 3.076 3.539 -0.009 -0.011 -0.025 -0.127
C -3.415 3.124 2.268 0.012 -0.018 0.028 -0.112
C -3.002 2.226 1.291 -0.038 0.054 -0.141 -0.110
C 1.849 1.476 1.688 -0.037 -0.111 -0.153 -0.274
C 1.235 2.726 1.699 -0.080 0.103 0.055 -0.119
C 1.288 3.559 2.810 -0.014 -0.045 -0.053 -0.110
C 1.946 3.142 3.958 0.030 -0.039 0.027 -0.131
C 2.551 1.889 3.973 0.003 0.061 0.030 -0.112
C 2.509 1.076 2.850 0.030 -0.053 -0.032 -0.105
C 1.886 1.271 -1.223 -0.118 -0.183 -0.067 -0.251
C 1.647 0.735 -2.505 0.103 -0.003 0.272 -0.130
C 2.033 1.407 -3.651 -0.044 0.142 -0.037 -0.110
C 2.664 2.647 -3.571 -0.032 -0.054 -0.043 -0.124
C 2.920 3.185 -2.324 -0.031 -0.033 0.074 -0.111
C 2.540 2.497 -1.171 0.057 0.157 0.060 -0.119
H 6.370 0.998 0.547 0.033 0.063 -0.016 0.010
H 4.860 1.659 1.194 -0.044 0.002 0.084 0.008
H 5.205 1.784 -0.533 -0.012 0.000 0.011 0.006
H 6.529 -1.877 0.754 0.040 0.011 -0.020 0.006
H 5.014 -2.743 1.094 0.007 -0.036 -0.006 0.011
H 5.526 -1.416 2.139 -0.010 -0.014 0.034 0.008
H 6.046 -0.935 -1.914 0.021 0.008 -0.028 0.010
H 4.495 -0.235 -2.424 -0.005 -0.001 -0.019 0.008
H 4.595 -1.953 -2.030 -0.006 -0.022 -0.005 0.009
H -4.631 -1.946 2.620 -0.014 -0.029 0.026 0.013
H -6.157 -1.315 1.964 -0.036 0.008 0.013 0.011
H -4.884 -0.204 2.509 0.019 0.022 0.012 0.012
H -4.484 -3.623 -0.011 0.006 -0.041 0.006 -0.005
H -4.520 -2.804 -1.568 0.012 0.002 -0.029 0.020
H -5.962 -2.802 -0.536 -0.026 -0.008 -0.001 0.013
H -5.492 1.030 0.040 0.004 0.005 0.000 0.010
H -6.058 -0.172 -1.128 -0.058 0.057 -0.014 0.012
H -4.545 0.696 -1.414 0.032 -0.031 -0.019 0.007
H -0.870 2.786 -0.544 -0.007 -0.008 0.006 0.085
H -0.871 3.900 -2.730 0.004 0.006 0.001 0.093
H -1.630 2.686 -4.751 -0.007 -0.008 -0.012 0.083
H -2.389 0.326 -4.544 -0.014 0.011 -0.002 0.089
H -2.388 -0.789 -2.344 -0.026 0.063 0.002 0.084
H -0.666 0.530 3.016 0.019 0.012 0.009 0.093
H -1.409 2.095 4.793 -0.014 0.010 0.010 0.092
H -3.174 3.774 4.305 0.001 0.006 0.005 0.082
H -4.177 3.861 2.035 -0.003 0.007 0.011 0.087
H -3.448 2.279 0.303 0.025 -0.026 0.044 0.089
H 0.685 3.057 0.826 -0.004 -0.011 -0.008 0.086
H 0.784 4.519 2.786 0.015 0.007 0.006 0.093
H 1.979 3.778 4.835 -0.002 0.005 0.006 0.081
H 3.060 1.545 4.868 0.006 0.007 0.008 0.086
H 2.982 0.100 2.860 0.002 -0.017 -0.023 0.093
H 1.189 -0.263 -2.673 0.133 0.172 0.089 0.049
H 1.825 0.961 -4.617 0.019 0.004 -0.016 0.095
H 2.956 3.176 -4.471 -0.001 -0.003 -0.010 0.083
H 3.425 4.141 -2.232 0.003 0.005 -0.002 0.088
H 2.785 2.933 -0.211 0.008 -0.017 -0.031 0.085
C -1.931 -4.800 1.418 0.013 -0.083 0.053 -0.032
C -1.120 -4.537 0.197 0.039 -0.011 -0.094 -0.322
C -0.001 -5.174 -0.305 -0.142 0.045 -0.012 -0.013
C 0.399 -4.390 -1.409 0.079 -0.049 0.129 -0.378
N -0.422 -3.368 -1.570 -0.354 -0.041 0.082 -0.012
N -1.375 -3.494 -0.609 0.383 0.007 -0.014 0.030
C 1.634 -4.528 -2.236 0.003 0.011 -0.065 -0.052
H -1.633 -5.751 1.863 -0.004 0.015 0.021 0.066
H -2.998 -4.846 1.196 -0.009 0.007 -0.012 0.055
H -1.778 -4.008 2.152 -0.011 0.043 -0.007 0.083
H 0.480 -6.053 0.092 0.011 -0.012 -0.005 0.088
H -1.876 -2.614 -0.324 -0.176 -0.151 0.035 0.066
H 1.416 -4.429 -3.301 -0.015 0.019 0.017 0.066
H 2.100 -5.499 -2.063 0.019 -0.011 -0.018 0.061
H 2.349 -3.747 -1.968 -0.024 -0.014 0.006 0.064

***

Record 2
94
Properties=species:S:1:pos:R:3:forces:R:3:lowdin_charge:R:1 method="wB97M-V/def2-TZVPD" total_energy_ha=-8984.4886 total_charge=-2 e_homo_ev="1.299 / 1.302"
Tc 0.171 -0.259 -0.384 1.945 0.623 0.132 0.643
O 1.508 -3.135 1.932 -0.032 -0.006 0.142 -0.124
C 1.270 -2.831 3.290 -0.021 -0.011 -0.150 -0.271
C -0.174 -2.405 3.610 -0.043 0.023 0.008 -0.552
C -0.377 -2.771 5.090 -0.021 -0.038 -0.052 -0.251
O -1.614 -2.316 5.637 -0.032 -0.050 0.055 -0.087
C -1.182 -3.221 2.772 0.043 0.019 0.228 -0.405
Se -2.043 -2.370 1.223 0.195 -0.088 -0.162 0.966
C -0.370 -0.879 3.476 0.105 -0.128 0.138 -0.595
Se 0.682 0.084 2.103 -0.138 0.272 0.228 0.535
H 1.082 -2.442 1.387 0.029 0.078 -0.111 0.003
H 1.948 -2.042 3.638 0.015 0.024 -0.013 0.095
H 1.503 -3.752 3.842 -0.023 -0.028 0.021 0.116
H 0.458 -2.360 5.675 0.005 0.009 0.007 0.118
H -0.371 -3.859 5.207 -0.017 -0.007 0.029 0.117
H -1.814 -1.477 5.205 0.066 0.013 -0.036 0.062
H -2.047 -3.449 3.403 -0.046 0.022 -0.014 0.054
H -0.731 -4.167 2.477 -0.010 -0.008 -0.083 0.056
H -0.065 -0.405 4.417 0.011 0.015 0.014 0.042
H -1.426 -0.656 3.304 -0.077 -0.007 0.000 0.007
C -1.010 -0.321 -3.328 0.540 0.279 0.291 -0.305
O 0.052 -0.092 -2.481 -0.353 -0.249 -1.289 -0.546
H -0.694 -0.853 -4.247 -0.058 -0.034 -0.081 0.060
H -1.487 0.621 -3.666 -0.129 0.045 -0.046 0.053
H -1.802 -0.930 -2.880 -0.191 -0.174 0.076 0.019
C 4.157 -3.800 -0.261 0.037 0.040 -0.052 -0.104
C 4.303 -2.317 -0.614 -0.112 0.050 0.031 -0.229
C 3.017 -1.630 -0.568 0.773 -0.273 -0.011 -0.176
N 1.990 -1.118 -0.508 -1.631 0.368 0.156 -0.048
H 5.139 -4.281 -0.236 0.006 -0.020 0.011 0.059
H 3.538 -4.309 -1.001 0.002 0.007 -0.001 0.068
H 3.668 -3.907 0.706 -0.006 0.004 0.022 0.062
H 4.724 -2.178 -1.612 0.081 -0.066 -0.063 0.096
H 4.982 -1.820 0.083 0.058 -0.025 0.042 0.106
C 0.333 -3.276 -2.029 -0.029 0.021 0.020 -0.070
C -0.781 -3.422 -0.987 -0.020 -0.015 0.008 -0.729
C -0.502 -4.745 -0.241 -0.001 0.034 -0.033 -0.099
C -2.127 -3.624 -1.717 0.006 0.057 -0.033 -0.105
N -0.769 -2.236 -0.094 -0.422 -0.563 -0.019 -0.480
H 0.269 -4.097 -2.753 -0.033 -0.020 -0.012 0.071
H 1.301 -3.340 -1.533 0.006 0.034 -0.020 0.047
H 0.289 -2.321 -2.550 0.007 0.052 0.067 0.048
H -0.439 -5.572 -0.962 0.017 0.026 0.028 0.068
H -1.307 -4.974 0.459 -0.011 0.007 0.021 0.043
H 0.436 -4.677 0.311 0.006 0.013 0.023 0.063
H -2.054 -4.420 -2.469 0.002 0.026 0.034 0.066
H -2.447 -2.708 -2.214 0.082 0.024 -0.064 0.043
H -2.900 -3.898 -0.998 -0.056 -0.024 0.039 0.032
C 5.198 0.363 -3.465 0.048 0.009 0.029 -0.134
C 3.930 0.282 -4.026 -0.071 0.030 0.042 -0.098
C 2.822 0.765 -3.340 0.086 -0.065 -0.035 -0.103
C 2.968 1.346 -2.080 0.123 0.078 0.011 -0.344
C 4.241 1.412 -1.520 -0.002 0.033 -0.108 -0.106
C 5.350 0.928 -2.206 -0.023 -0.006 -0.012 -0.120
As 1.353 1.802 -1.048 -0.588 -0.849 0.393 1.268
C 0.490 2.942 -2.389 0.129 0.103 -0.042 -0.344
C 1.205 3.721 -3.294 -0.136 0.053 -0.129 -0.129
C 0.541 4.520 -4.218 -0.020 -0.031 0.031 -0.112
C -0.848 4.546 -4.236 0.044 0.047 -0.046 -0.125
C -1.563 3.770 -3.334 -0.072 -0.062 0.073 -0.101
C -0.902 2.966 -2.414 0.121 0.033 0.042 -0.104
C 2.156 3.199 0.087 0.059 0.118 -0.029 -0.340
C 2.122 4.564 -0.186 0.048 -0.006 0.065 -0.101
C 2.704 5.478 0.685 -0.025 0.004 -0.017 -0.116
C 3.328 5.040 1.844 0.012 0.007 0.027 -0.126
C 3.353 3.682 2.136 -0.031 -0.022 -0.034 -0.098
C 2.764 2.771 1.268 0.004 0.072 0.037 -0.165
H 6.060 -0.020 -4.000 0.011 -0.004 -0.002 0.083
H 3.796 -0.174 -5.001 0.001 -0.002 -0.006 0.091
H 1.827 0.651 -3.750 -0.063 -0.015 0.040 0.092
H 4.378 1.848 -0.538 -0.003 0.009 0.031 0.087
H 6.332 0.992 -1.751 0.010 -0.011 0.000 0.088
H 2.288 3.698 -3.288 0.032 -0.025 0.013 0.100
H 1.108 5.118 -4.923 -0.005 0.012 -0.013 0.086
H -1.371 5.164 -4.957 -0.005 0.007 -0.005 0.083
H -2.646 3.778 -3.348 -0.027 0.019 -0.033 0.091
H -1.441 2.335 -1.709 0.032 0.081 -0.141 0.078
H 1.633 4.922 -1.082 -0.001 0.021 -0.006 0.082
H 2.663 6.538 0.457 0.006 0.022 0.001 0.086
H 3.777 5.753 2.526 0.006 0.008 -0.002 0.084
H 3.809 3.326 3.052 0.004 0.008 0.000 0.095
H 2.746 1.720 1.532 -0.006 -0.052 -0.017 0.016
O -1.648 0.896 -0.239 -1.947 -0.718 1.011 -0.333
N -2.863 0.495 0.189 0.390 1.038 -0.556 -0.179
C -3.315 0.990 1.392 0.765 -0.371 -0.880 -0.054
C -4.598 0.771 1.797 -1.084 -0.506 -0.279 -0.087
C -5.508 0.047 0.989 1.152 0.271 -0.341 -0.090
C -5.023 -0.395 -0.264 -0.720 0.065 0.822 -0.088
C -3.735 -0.157 -0.650 1.072 0.248 0.532 -0.063
H -2.557 1.504 1.965 0.086 -0.045 -0.036 0.124
H -4.893 1.155 2.767 -0.029 -0.046 -0.056 0.097
H -6.520 -0.156 1.311 0.040 0.011 -0.007 0.079
H -5.656 -0.950 -0.947 -0.003 0.043 0.065 0.099
H -3.301 -0.480 -1.584 0.055 0.035 0.044 0.105